An isolated ion of composition C11H9O3 and charge -1 in a non-equilibrium geometry. Source: the OMol25 dataset; level of theory: ωB97M-V/def2-TZVPD.

```
23
Properties=species:S:1:pos:R:3:mulliken_charge:R:1
H 3.41 -1.79 -1.24 0.35
C -3.08 -0.22 -1.28 -0.71
H -2.15 1.77 1.72 0.44
H -3.93 -0.51 -1.91 0.33
C 0.28 -1.68 -0.11 -0.69
C 1.34 0.43 0.30 -0.57
C -1.21 1.65 1.25 -1.76
C 2.48 -0.01 -0.30 -0.86
O -4.27 -1.26 0.53 -0.69
C 0.13 -0.30 0.34 0.80
H 1.17 1.40 0.64 0.34
O -2.20 -0.70 0.96 -0.36
H 3.35 0.54 -0.38 0.42
H -0.45 1.61 1.90 0.49
C -1.14 0.19 0.67 0.49
C -3.20 -0.78 0.14 0.64
H -0.99 2.31 0.35 0.27
C -2.19 0.56 -1.88 0.85
H -0.60 -2.29 -0.06 0.28
H 1.63 -3.26 -0.68 0.32
C 1.49 -2.19 -0.58 -0.45
O -1.53 1.33 -2.52 -0.53
C 2.57 -1.36 -0.74 -0.41
```

Computed properties:
Gap between HOMO and LUMO: 5.80 eV
Multiplicity: 1
ΔE to the lowest compared entry with this formula, charge and spin: 112.8 kJ/mol
Charge: -1

***

C12F36Li4N6O24S12 as an isolated structure in a non-equilibrium geometry. Source: the OMol25 dataset; level of theory: ωB97M-V/def2-TZVPD.

```
94
Properties=species:S:1:pos:R:3:mulliken_charge:R:1
F -3.09 -3.85 -4.85 -0.19
O -4.25 4.50 7.22 -0.64
N -2.73 -3.53 -1.13 0.02
F 1.96 -4.25 0.86 -0.16
F -2.85 -6.08 -2.58 -0.25
F 2.01 0.39 -3.76 -0.21
O -4.19 -4.35 0.87 -0.62
F 2.35 -1.03 -5.37 -0.19
S -1.57 -4.69 -0.74 0.45
F -4.40 -1.08 -0.94 -0.12
C -1.58 -5.72 -2.36 0.42
S 0.59 -1.94 -3.62 0.56
O -0.35 -1.48 -2.63 -0.33
S 1.64 0.17 0.91 0.24
S 5.28 4.55 2.63 0.91
S 3.03 -1.94 1.32 -0.04
O 3.72 1.18 3.80 -0.34
C 1.96 -3.43 1.88 0.67
Li 2.95 -1.29 -1.56 0.67
F -1.21 -4.92 -3.34 -0.06
F 7.15 5.68 1.14 -0.21
O -3.20 1.40 -5.34 -0.73
F 2.21 4.63 4.03 -0.16
S -3.10 4.92 6.43 0.90
F -0.82 -6.79 -2.25 -0.21
O 1.03 0.03 2.21 -0.51
S -3.47 -3.27 0.26 0.85
S 3.90 2.64 3.78 0.38
F -4.67 -3.65 -6.39 -0.23
F -5.05 -3.10 -4.37 -0.25
N 4.52 3.20 2.28 -0.15
S -2.04 3.55 4.47 1.17
Li 3.90 -0.75 4.57 0.90
O 4.46 3.20 4.98 -0.53
S -3.62 0.62 -4.17 1.00
O -1.71 2.40 5.31 -0.68
O 4.51 5.72 2.87 -0.58
N 1.83 -2.56 -2.60 -0.11
S -3.55 -1.38 -5.70 0.84
F 1.37 2.69 4.58 -0.15
F 0.73 -3.06 2.13 -0.18
F 1.59 3.23 2.53 -0.18
C 6.15 4.82 0.92 0.60
O 3.46 -1.17 2.46 -0.22
F -5.44 -1.71 0.87 -0.23
F -2.44 3.57 1.79 -0.22
F 5.38 5.31 -0.04 -0.21
F 4.66 -2.96 -2.02 -0.23
F -3.18 1.27 -1.60 -0.22
C -4.09 -3.12 -5.31 0.64
C 1.43 -0.51 -4.57 0.36
C -2.70 1.54 -2.81 0.58
F -2.35 7.16 5.08 -0.21
O 0.07 -2.86 -4.59 -0.44
O -2.64 -2.43 1.08 -0.59
F 6.69 3.65 0.51 -0.25
O -5.01 0.73 -3.84 -0.70
F -1.20 1.93 2.62 -0.12
F -3.31 7.57 7.03 -0.21
C -2.30 2.66 2.74 0.49
F 0.96 1.16 -1.41 -0.17
S 2.45 -3.90 -3.33 0.53
C 2.11 3.36 3.74 0.64
F 2.49 -4.02 2.94 -0.24
C 0.38 0.92 -0.23 0.19
Li 0.86 -2.46 -1.02 1.46
C -4.88 -2.13 -0.28 0.51
F -3.40 1.90 2.73 -0.23
O 6.38 4.33 3.53 -0.64
Li 4.63 2.13 0.64 0.83
O 2.81 -3.71 -4.69 -0.57
O -0.96 4.50 4.23 -0.61
C -3.32 6.82 5.95 0.68
N -3.43 4.26 4.89 -0.51
F -4.45 6.89 5.27 -0.24
C 4.05 -4.11 -2.33 0.55
O -0.21 -4.16 -0.75 -0.38
F 3.79 -4.69 -1.15 -0.20
O 2.83 1.00 0.72 -0.21
F 0.51 0.07 -5.29 -0.13
N 1.88 -1.26 0.16 0.48
F 0.00 2.06 0.30 -0.02
O -2.36 -1.41 -6.52 -0.63
N -3.03 -0.81 -4.14 -0.08
O -4.76 -0.83 -6.24 -0.59
O -1.79 4.82 7.01 -0.53
O 1.72 -5.09 -3.05 -0.59
F -1.39 1.29 -2.83 -0.27
F 4.83 -4.93 -3.00 -0.20
O -1.80 -5.62 0.34 -0.59
F -5.80 -2.70 -1.05 -0.22
F -2.90 2.85 -3.00 -0.24
O 4.08 -2.61 0.59 -0.58
F -0.65 0.12 -0.37 -0.03
```

Computed properties:
Gap between HOMO and LUMO: 5.26 eV
Multiplicity: 1
ΔE to the lowest compared entry with this formula, charge and spin: 393.1 kJ/mol
Charge: -2

***

A 2-piece molecular cluster, C12H10Cl2INO5 overall in a non-equilibrium geometry. Source: the OMol25 dataset; level of theory: ωB97M-V/def2-TZVPD.

```
31
Properties=species:S:1:pos:R:3:mulliken_charge:R:1
O -3.42 2.00 -1.43 -0.37
Cl 8.77 1.14 1.74 -0.15
C -4.06 -0.92 1.09 0.32
C -0.10 -0.57 -0.15 0.46
Cl 7.78 2.62 -0.57 -0.15
H -4.35 2.57 0.71 0.34
H -3.18 1.66 -2.34 0.33
H 0.63 1.35 0.99 0.34
C -2.78 -1.48 0.23 0.18
C -2.25 0.78 1.45 0.30
H 8.97 0.58 -0.55 0.27
C -1.04 -2.98 -1.39 -0.34
C -2.55 -2.80 -0.71 -0.50
H -5.70 1.19 0.65 0.29
C -1.59 -0.38 0.50 0.12
O -5.09 -1.70 1.45 -0.53
H -0.84 -3.89 -2.10 0.29
H 7.29 0.40 0.04 0.12
H -3.45 -3.54 -0.89 0.34
O -4.33 1.16 -0.99 -0.15
H 1.28 -2.05 -1.59 0.28
H 1.12 1.24 -0.82 0.37
I 4.21 1.25 -0.27 0.08
C 1.02 0.60 0.18 -0.44
O 2.76 -1.09 1.26 -0.47
C 8.18 1.03 0.07 -0.12
O -1.68 1.72 2.20 -0.55
C 2.52 0.03 0.53 0.20
C -4.56 1.44 0.45 -0.40
C 0.20 -1.90 -1.12 -0.43
N -3.75 0.54 1.37 -0.04
```

Computed properties:
Gap between HOMO and LUMO: 7.88 eV
Multiplicity: 1
SMILES: O=C(I)Cc1cccc2c1C(=O)N(COO)C2=O.ClCCl

***

C12H10Cl2MnNOS as an isolated structure. Source: the OMol25 dataset; level of theory: ωB97M-V/def2-TZVPD.

```
28
Properties=species:S:1:pos:R:3:mulliken_charge:R:1
H -0.56 2.78 3.34 0.38
Mn -0.50 -0.06 0.95 -0.01
C 0.31 2.14 -0.82 -0.02
H 0.89 3.65 -2.22 0.40
H -2.18 2.83 2.63 0.41
C 1.79 -3.86 -0.26 -0.86
C 1.51 -4.82 -1.21 -0.31
C -0.49 -3.64 -1.84 0.42
H 0.13 -5.46 -2.74 0.41
H 2.18 -5.66 -1.34 0.38
C -0.24 -2.64 -0.89 0.01
C -0.46 4.16 0.85 -0.78
H -1.70 0.67 3.33 0.30
H 2.67 -3.92 0.36 0.44
H 0.18 5.51 -0.69 0.43
C -1.18 2.42 2.52 -0.26
H 0.60 1.31 -1.45 0.44
C 0.07 4.47 -0.39 -0.19
O -1.24 0.98 2.55 -0.50
H -0.78 4.93 1.53 0.41
C 0.91 -2.80 -0.14 1.02
N -0.21 1.84 0.38 0.00
C 0.47 3.45 -1.24 -0.80
C -0.59 2.82 1.20 0.44
Cl 1.25 -1.57 1.08 -0.11
S -1.31 -1.26 -0.67 -0.14
C 0.37 -4.71 -1.99 -0.71
Cl -1.90 -3.54 -2.83 -0.19
```

Computed properties:
Gap between HOMO and LUMO (spin up / spin down): 7.51 / 7.76 eV
Multiplicity: 2
ΔE to the lowest compared entry with this formula, charge and spin: 0.2 kJ/mol
Charge: +1

***

One molecule with the formula C12H10ClN3O2 in a non-equilibrium geometry. Source: the OMol25 dataset; level of theory: ωB97M-V/def2-TZVPD.

```
28
Properties=species:S:1:pos:R:3:mulliken_charge:R:1
N 1.83 0.57 1.06 -0.24
N -1.23 -1.55 1.22 0.14
C 1.13 2.05 -2.36 -0.82
H 2.79 0.42 1.39 0.24
H -1.94 2.06 -3.79 0.39
C 0.64 -2.61 2.47 0.03
H 2.52 -1.76 2.13 0.38
C 1.47 -1.66 1.99 -0.71
H -1.21 -2.04 3.26 0.26
C -1.18 1.89 -3.06 -0.77
H -2.58 -2.23 -0.09 0.35
H -1.30 -3.40 2.15 0.39
C -0.54 1.20 -0.81 0.72
C 0.80 1.53 -1.08 0.32
C 0.93 -0.45 1.35 1.06
C 0.13 2.21 -3.30 -0.41
H 2.16 2.22 -2.59 0.46
H 0.38 2.64 -4.27 0.35
C -1.52 1.37 -1.80 -0.54
H -2.02 0.69 0.46 0.28
C -0.85 -2.44 2.34 -0.58
O -2.54 -1.60 0.66 -0.48
O 2.89 2.10 -0.15 -0.67
C -0.43 -0.41 1.01 -0.54
N -1.04 0.69 0.38 -0.24
Cl 1.40 -4.00 3.19 -0.21
H -2.54 1.08 -1.72 0.34
C 1.86 1.41 -0.03 0.49
```

Computed properties:
Gap between HOMO and LUMO: 7.32 eV
Multiplicity: 1
ΔE to the lowest compared entry with this formula, charge and spin: 264.8 kJ/mol
SMILES: O=C1NC2=C(Nc3ccccc31)N(O)CC(Cl)=C2

***

C12H10IMnNO2S3 as an isolated structure. Source: the OMol25 dataset; level of theory: ωB97M-V/def2-TZVPD.

```
30
Properties=species:S:1:pos:R:3:mulliken_charge:R:1
H -0.93 -0.20 -2.17 0.30
S -0.06 -1.16 2.29 -0.47
H -2.76 2.87 -5.59 0.34
C -1.82 2.17 -1.08 0.28
C 2.78 2.51 0.70 0.35
H 0.94 -4.29 2.79 0.26
I -1.93 0.37 -7.21 -0.01
C -2.34 2.57 -3.51 -0.39
O -1.17 1.45 -0.27 -0.53
C 0.85 -4.30 -0.32 -1.39
Mn 0.39 0.33 0.42 0.54
H -2.72 3.53 -3.19 0.42
H -0.57 -3.56 3.32 0.37
C -1.82 1.72 -2.54 -0.12
O -2.47 3.18 -0.80 -0.71
C 0.19 -2.73 1.50 0.67
C -1.88 0.95 -5.19 0.19
N 1.97 1.67 0.63 -0.57
S 3.94 3.67 0.78 -0.53
H -0.99 -0.89 -4.53 0.40
H -0.57 -4.71 1.99 0.31
C -2.37 2.20 -4.84 -0.43
C -1.37 0.08 -4.25 -0.64
C -1.34 0.47 -2.92 0.00
S 0.93 -1.64 -0.95 -0.46
H 1.89 -4.59 -0.15 0.24
C 0.58 -2.92 0.23 0.37
H 0.21 -5.06 0.12 0.31
C -0.01 -3.89 2.45 -1.43
H 0.69 -4.30 -1.40 0.34
```

Computed properties:
Gap between HOMO and LUMO (spin up / spin down): 4.27 / 4.44 eV
Multiplicity: 6
Charge: -2

***

One molecule with the formula C12H10N6 in a non-equilibrium geometry. Source: the OMol25 dataset; level of theory: ωB97M-V/def2-TZVPD.

```
28
Properties=species:S:1:pos:R:3:mulliken_charge:R:1
H 3.93 -4.44 0.18 0.40
C -3.92 2.77 -0.96 -0.52
H 0.25 2.01 -0.11 0.23
H -4.86 2.89 -0.42 0.39
N -0.08 -0.55 1.12 -0.32
N 2.63 -2.86 0.16 -0.51
C -0.47 1.23 -0.43 0.68
C 3.63 -3.74 2.20 -0.36
C -2.86 2.05 -0.39 -0.22
H 4.33 -4.45 2.59 0.36
C -2.54 3.08 -2.88 -0.19
N 1.14 -0.59 -0.93 -0.79
N -0.86 0.42 0.76 -0.27
H -2.42 3.47 -3.89 0.37
C 2.98 -2.83 3.03 -0.50
H 3.07 -2.83 4.12 0.38
N -1.52 2.46 -2.32 -0.46
C 1.00 -0.98 0.33 -0.19
N 0.22 0.34 -1.38 0.07
C -3.72 3.28 -2.24 -0.32
C 2.12 -1.93 2.36 -0.36
H 0.28 0.66 -2.35 0.32
C 1.95 -1.97 0.93 0.96
H -4.52 3.87 -2.68 0.34
H -3.01 1.60 0.59 0.43
H 1.51 -1.19 2.90 0.36
C 3.43 -3.70 0.79 -0.12
C -1.65 1.91 -1.06 -0.16
```

Computed properties:
Gap between HOMO and LUMO: 7.85 eV
Multiplicity: 1
ΔE to the lowest compared entry with this formula, charge and spin: 16.3 kJ/mol
SMILES: c1ccc(C2=NN[C@@H](c3ccccn3)N=N2)nc1

***

One molecule with the formula C12H10NOP in a non-equilibrium geometry. Source: the OMol25 dataset; level of theory: ωB97M-V/def2-TZVPD.

```
25
Properties=species:S:1:pos:R:3:mulliken_charge:R:1
H 0.06 0.01 4.13 0.43
H -0.11 -2.64 -1.51 0.31
P 1.85 -1.23 -1.17 0.47
O 2.66 -2.44 -1.08 -0.63
C -0.31 0.92 -0.31 -0.24
N -0.26 2.64 -2.00 -0.55
C -2.36 1.77 -1.49 -0.50
C 1.25 -0.80 0.57 0.32
C -1.75 0.93 -0.49 -0.53
C 0.24 0.09 0.77 0.82
C 0.49 -0.22 3.18 -0.79
H -0.73 1.28 2.34 0.33
C -0.03 0.45 2.08 -0.26
H 0.38 -1.81 -3.02 0.35
C 1.88 -1.49 1.66 -0.76
C 1.46 -1.14 2.91 -0.29
C -1.60 2.68 -2.19 -0.32
H -2.00 3.34 -2.95 0.39
C 0.24 -1.68 -1.94 -0.71
C 0.31 1.82 -1.18 0.25
H 1.83 -1.64 3.80 0.34
H -0.42 -0.85 -1.70 0.19
H -2.40 0.29 -0.11 0.54
H -3.42 1.71 -1.59 0.37
H 2.76 -2.00 1.29 0.48
```

Computed properties:
Gap between HOMO and LUMO (spin up / spin down): 7.26 / 8.12 eV
Multiplicity: 1
ΔE to the lowest compared entry with this formula, charge and spin: 0.0 kJ/mol

***

One molecule with the formula C12H10O2 in a non-equilibrium geometry. Source: the OMol25 dataset; level of theory: ωB97M-V/def2-TZVPD.

```
24
Properties=species:S:1:pos:R:3:mulliken_charge:R:1
H 3.62 1.70 1.38 0.32
H 3.00 -2.36 0.62 0.33
O -4.44 -0.48 0.96 -0.52
H -0.71 -1.72 -1.48 0.23
H -1.18 2.39 -0.66 0.28
C 3.43 -0.42 1.07 -0.60
C -1.49 1.32 -0.40 -0.13
H 4.22 -0.71 1.66 0.46
H 1.77 2.33 -0.29 0.24
C -2.75 1.14 0.20 -0.66
C -1.35 -0.98 -0.91 -0.19
C 3.09 0.90 0.86 -0.40
C -3.19 -0.15 0.40 0.66
C 2.02 1.24 -0.01 -0.09
C -0.74 0.30 -0.91 0.23
H 1.51 -1.90 -1.20 0.34
H -3.25 1.92 0.82 0.21
C 1.47 0.27 -0.84 0.67
C 1.95 -1.06 -0.68 -0.51
H -2.89 -2.21 -0.32 0.32
H -4.83 0.39 1.26 0.30
O 0.43 0.61 -1.54 -0.50
C 2.87 -1.35 0.28 -0.45
C -2.58 -1.16 -0.27 -0.53
```

Computed properties:
Gap between HOMO and LUMO: 9.62 eV
Multiplicity: 1
ΔE to the lowest compared entry with this formula, charge and spin: 142.2 kJ/mol
SMILES: Oc1ccc(Oc2ccccc2)cc1

***

C12H11Cl2I2N4O8STl as an isolated structure in a non-equilibrium geometry. Source: the OMol25 dataset; level of theory: ωB97M-V/def2-TZVPD.

```
41
Properties=species:S:1:pos:R:3:mulliken_charge:R:1
I -3.25 -2.14 2.37 0.32
O 0.59 -1.95 -4.10 -0.66
O 3.03 1.82 4.27 -0.70
O -1.57 -1.52 3.53 -0.67
Cl 3.01 1.46 2.89 1.66
Tl 1.19 -1.30 0.89 0.75
C -1.14 -1.23 -2.32 -0.14
H 0.41 0.75 4.65 0.05
C 3.11 1.31 -3.17 -0.14
Cl -0.67 -0.28 6.36 -0.26
O 0.09 -3.51 -2.19 -0.73
N 1.41 -1.50 -1.73 -0.55
H 0.69 -1.01 4.48 0.20
H -2.43 1.88 -2.66 0.44
C -1.27 -0.24 3.82 0.61
N -4.22 1.26 -0.96 -0.65
H 3.20 1.88 -4.09 0.37
C -3.28 0.36 -1.49 0.24
H -1.89 -2.68 -0.89 0.49
C -2.33 0.88 -2.38 -0.59
H -4.61 0.99 -0.02 0.28
H 3.86 1.52 0.01 0.36
C -1.27 0.12 -2.82 -0.69
C 2.22 -0.44 -2.01 0.64
O -1.85 0.77 3.47 -0.62
H -3.93 2.18 -0.80 0.23
H -0.54 0.49 -3.52 0.48
C -3.07 -0.93 -0.98 0.36
O 3.24 2.61 2.07 -0.64
H 4.08 2.86 -2.07 0.39
O 1.65 0.88 2.63 -0.61
C -2.06 -1.72 -1.39 -0.14
S 0.34 -2.17 -2.70 1.13
H -3.71 -1.31 -0.18 -0.50
C -0.05 -0.22 4.73 0.11
N 2.87 -0.09 -0.84 -0.40
I -5.40 -3.30 0.68 -0.55
C 3.67 1.86 -2.06 -0.73
C 3.56 1.05 -0.89 0.04
N 2.37 0.21 -3.18 -0.51
O 3.97 0.41 2.59 -0.68
```

Computed properties:
Gap between HOMO and LUMO: 7.53 eV
Multiplicity: 1
ΔE to the lowest compared entry with this formula, charge and spin: 1.4 kJ/mol
Charge: -2

***

C12H11CsN2O3 as an isolated structure in a non-equilibrium geometry. Source: the OMol25 dataset; level of theory: ωB97M-V/def2-TZVPD.

```
29
Properties=species:S:1:pos:R:3:mulliken_charge:R:1
C 2.20 3.48 0.08 0.50
N -1.29 -3.17 -0.02 -0.15
C -2.91 -4.91 0.01 -0.45
Cs -0.49 -0.33 -0.03 1.05
H 3.53 0.70 0.06 0.31
C 1.04 5.55 0.03 -0.23
C -0.17 4.84 0.05 -0.77
H -2.09 -6.93 0.09 0.34
H 0.25 -6.18 0.01 0.36
H -0.98 2.83 0.06 0.21
N 1.06 2.82 0.07 -0.18
H 4.16 2.49 0.62 0.39
C 2.25 4.87 0.04 -0.74
H -1.09 5.36 0.03 0.41
H 0.68 -3.73 -0.01 0.31
H 3.15 5.44 -0.02 0.33
H 1.01 6.63 0.02 0.41
C 3.41 2.60 -0.05 -0.66
H 4.19 3.14 -0.54 0.38
C -3.64 -2.31 -0.02 0.26
O 2.99 1.32 -0.43 -0.47
C -0.57 -5.46 -0.01 -0.56
O -3.06 -1.18 -0.08 -0.73
C -0.09 3.45 0.05 0.09
O -4.79 -2.64 0.05 -0.69
H -3.95 -5.20 -0.01 0.44
C -2.58 -3.53 0.00 0.21
C -0.33 -4.09 -0.04 -0.18
C -1.89 -5.85 0.00 -0.21
```

Computed properties:
Gap between HOMO and LUMO: 7.65 eV
Multiplicity: 1

***

One molecule with the formula C12H11F6NO3. Source: the OMol25 dataset; level of theory: ωB97M-V/def2-TZVPD.

```
33
Properties=species:S:1:pos:R:3:mulliken_charge:R:1
N -1.44 -1.82 0.69 -0.09
H 1.87 -0.79 -0.74 0.52
C 0.00 -0.06 -0.09 -0.08
C -2.08 -3.11 0.70 -0.97
C -0.13 2.28 0.44 -0.41
O -0.27 -2.14 -1.22 -0.66
H -3.16 -3.00 0.69 0.29
F -4.82 1.52 0.81 -0.27
C -2.94 0.83 -0.48 -0.44
F 5.40 0.69 1.07 -0.27
H -1.76 -3.64 -0.19 0.33
F 5.62 -1.08 -0.14 -0.29
H -2.65 0.00 -1.15 0.27
H 4.98 1.07 -1.47 0.34
H -1.78 -3.68 1.58 0.33
H -1.67 -1.18 1.44 0.27
C -0.74 1.04 0.32 0.14
C 1.21 2.42 0.16 -0.68
C 4.14 0.59 -0.95 -0.74
C -0.58 -1.44 -0.27 0.04
H 1.70 3.38 0.26 0.46
H 3.69 -0.16 -1.62 0.39
F -5.21 0.39 -0.98 -0.29
F -4.40 -0.58 0.76 -0.24
C 1.96 1.33 -0.28 0.60
C -4.35 0.54 0.04 0.87
F 3.82 -0.76 1.01 -0.24
O 3.27 1.61 -0.58 -0.46
H -2.97 1.76 -1.05 0.38
C 1.35 0.09 -0.41 0.05
C 4.74 -0.14 0.26 0.96
O -2.10 0.93 0.64 -0.56
H -0.72 3.12 0.77 0.47
```

Computed properties:
Gap between HOMO and LUMO: 9.75 eV
Multiplicity: 1
SMILES: CNC(=O)c1cc(OCC(F)(F)F)ccc1OCC(F)(F)F

***

no.,molar mass (g/mol)
1,189.19
2,1708.65
3,446.02
4,342.13
5,263.68
6,478.26
7,238.25
8,215.19
9,186.21
10,900.40
11,364.14
12,331.21